[1]
20
Properties=species:S:1:pos:R:3:forces:R:3 method="wB97M-V/def2-TZVPD" lumo_energy_ev=0.7 total_energy_ev=-20204.34265 spin_multiplicity=1 smiles=NC[C@@H](CS)NCO molar_mass_da=136.2
C 1.209860 0.787361 -0.397656 -0.13 1.05 0.03
N 0.797284 2.085555 -0.925358 0.89 0.22 -0.70
C -0.044041 -0.099313 -0.277207 1.53 -2.02 1.14
C -0.667219 -0.645691 -1.567306 -1.65 1.47 0.21
S -1.749382 0.714068 -2.276444 0.32 -0.93 -0.82
N 0.343292 -1.307382 0.524068 0.64 -0.27 -0.05
C -0.318228 -1.438870 1.807557 1.82 -1.00 -0.80
O 0.011089 -0.306112 2.623035 -1.18 -0.22 0.19
H 1.949617 0.388271 -1.107084 -0.42 -0.32 0.09
H 1.780055 0.938700 0.556522 -0.79 -0.70 -0.34
H 1.598905 2.526761 -1.380217 -0.50 0.13 0.31
H 0.437890 2.692216 -0.204394 0.06 0.10 0.07
H -0.817115 0.394946 0.337939 0.24 0.23 -0.63
H -0.102379 -1.002021 -2.417301 0.98 0.42 0.10
H -1.242417 -1.531018 -1.306403 -0.40 0.22 0.16
H -2.525425 0.920877 -1.228166 -0.23 -0.10 0.50
H 1.362011 -1.338759 0.635446 -0.59 0.02 0.08
H 0.116403 -2.343122 2.333645 -0.61 0.93 -0.63
H -1.358697 -1.662600 1.521062 -0.08 0.70 0.95
H -0.781495 0.226138 2.748265 0.10 0.05 0.12

---

[2]
19
Properties=species:S:1:pos:R:3:forces:R:3 method="wB97M-V/def2-TZVPD" lumo_energy_ev=-0.8 total_energy_ev=-18155.36079 spin_multiplicity=1 molar_mass_da=120.2
C 0.292130 -0.533356 0.834145 0.24 1.30 -0.69
N -0.025823 -1.247420 -0.373713 1.06 -2.09 -0.85
C -1.412204 -1.643040 -0.516911 -1.03 -0.44 0.27
N -2.236838 -0.516727 -0.965585 0.34 -0.15 0.32
C 1.453073 0.485905 0.626095 -0.01 -1.64 -1.28
C 1.287508 1.531704 -0.479630 1.01 -0.10 -0.14
S -0.257220 2.451589 -0.324897 1.40 0.74 3.62
H -0.631524 0.061965 0.997556 0.63 -0.39 0.70
H 0.588971 -1.187530 1.657041 -0.43 0.07 0.30
H 0.584451 -2.088575 -0.571803 -0.78 1.50 0.54
H -1.902307 -2.130386 0.411222 0.75 0.81 -1.12
H -1.460409 -2.386458 -1.315664 0.19 -0.16 0.15
H -2.598173 -0.020010 -0.160249 0.03 0.21 -0.15
H -1.584192 0.106568 -1.453008 -0.54 -0.11 0.20
H 1.566550 1.013046 1.545048 0.33 0.43 0.91
H 2.388738 -0.092566 0.404380 -0.59 0.48 0.33
H 2.085764 2.267228 -0.308657 -0.15 -0.16 -0.23
H 1.496264 1.140435 -1.506315 -0.79 0.16 0.76
H 0.365241 2.787629 1.500945 -1.64 -0.45 -3.63

---

[3]
19
Properties=species:S:1:pos:R:3:forces:R:3 method="wB97M-V/def2-TZVPD" lumo_energy_ev=1.1 total_energy_ev=-18157.62287 spin_multiplicity=1 smiles=NCCNCCS molar_mass_da=120.2
C -1.257633 0.922268 0.620007 0.09 0.35 0.24
N 0.126003 1.064283 0.169705 -0.02 -0.05 -0.16
C 1.061462 0.036535 0.629931 -0.90 -0.17 0.19
C 2.069248 -0.309233 -0.439879 0.37 -0.18 0.45
S 3.024516 -1.818451 -0.060708 -0.16 0.01 -0.01
C -2.135714 0.276412 -0.444125 0.33 0.17 0.00
N -1.580562 -1.018361 -0.844616 -0.14 -0.10 0.16
H -1.625231 1.925567 0.861907 -0.17 -0.06 -0.21
H -1.326461 0.374341 1.566704 0.06 -0.26 -0.06
H 0.466082 1.977753 0.420939 0.09 0.08 -0.04
H 1.492822 0.341850 1.580329 0.55 -0.05 0.16
H 0.487454 -0.867019 0.840969 -0.03 0.03 -0.06
H 2.805371 0.479687 -0.580875 -0.27 0.17 -0.39
H 1.491455 -0.524994 -1.335171 0.31 0.13 -0.24
H 3.538926 -1.354613 1.083919 0.07 -0.03 0.05
H -2.201035 0.980369 -1.285350 -0.12 -0.13 0.06
H -3.134444 0.129684 -0.034304 -0.09 -0.01 -0.03
H -2.302282 -1.675398 -1.087684 -0.23 -0.10 0.03
H -0.999978 -0.940681 -1.661696 0.26 0.19 -0.13

---

[4]
19
Properties=species:S:1:pos:R:3:forces:R:3 method="wB97M-V/def2-TZVPD" lumo_energy_ev=0.9 total_energy_ev=-18157.22539 spin_multiplicity=1 smiles=C[C@@H](CS)NCN molar_mass_da=120.2
C 0.812143 0.431564 1.316392 0.22 -0.81 -0.52
C 0.736880 0.253555 -0.208331 -1.50 1.14 0.07
C 1.569416 -0.889318 -0.742180 0.53 -0.19 -0.39
S 3.332139 -0.639038 -0.316998 -0.01 0.10 0.01
N -0.635645 0.039562 -0.703729 -1.08 -1.16 0.06
C -1.710434 0.901210 -0.188204 -0.28 -1.25 -0.40
N -2.885108 0.098363 0.217940 0.11 -0.51 0.21
H 0.295799 -0.436932 1.731215 -0.10 0.18 0.38
H 0.418738 1.362612 1.703561 -0.29 0.07 -0.11
H 1.838342 0.381160 1.635886 0.46 -0.03 0.20
H 0.940537 1.203553 -0.715564 0.96 -0.11 0.16
H 1.468763 -0.941194 -1.824820 -0.03 0.17 -0.01
H 1.228567 -1.856879 -0.369427 -0.04 0.13 0.35
H 3.789151 -1.873781 -0.552384 -0.15 -0.06 -0.08
H -0.970972 -0.895868 -0.477159 0.55 -0.12 0.01
H -2.074602 1.501861 -1.022883 0.68 1.05 0.44
H -1.350536 1.316360 0.745722 -0.26 1.19 -0.32
H -3.096401 -0.647310 -0.439212 0.20 0.14 -0.17
H -3.706778 0.690514 0.210166 0.03 0.04 0.13

---

[5]
19
Properties=species:S:1:pos:R:3:forces:R:3 method="wB97M-V/def2-TZVPD" lumo_energy_ev=0.8 total_energy_ev=-18155.22297 spin_multiplicity=1 smiles=NC[C@H](N)CCS molar_mass_da=120.2
N -0.602009 1.515637 -0.022639 -0.96 0.58 0.68
C 0.159700 0.375838 0.435825 0.91 -2.33 -0.51
C 0.561257 -0.628890 -0.693405 -3.70 -1.04 -0.87
C 0.832992 -0.061758 -2.127528 2.14 -0.39 -0.04
S 1.570839 1.737647 -2.079816 1.05 -2.02 -1.04
C -0.746296 -0.176289 1.574135 0.25 -0.02 1.12
N -1.073540 -1.603427 1.734711 4.81 -1.20 3.50
H -1.571829 1.324405 0.307066 0.82 0.32 -1.09
H -0.340962 2.188454 0.673830 0.07 1.27 0.06
H 1.218098 0.580915 0.793928 -1.53 0.77 0.20
H -0.364487 -1.297561 -0.906216 1.12 0.83 0.39
H 1.268313 -1.380071 -0.282551 0.17 0.88 -0.61
H 0.070954 0.110036 -2.880672 -0.98 -0.39 0.92
H 1.432540 -0.921671 -2.612495 -0.04 1.94 0.50
H 0.926141 1.909690 -0.959376 -0.26 0.69 0.26
H -1.783113 0.196002 1.547564 0.51 0.59 -0.50
H -0.273512 0.403007 2.471233 -1.11 -1.94 -0.70
H -0.136303 -2.105132 2.094478 -2.59 1.34 -0.37
H -1.148783 -2.166833 0.931929 -0.68 0.13 -1.93

---

[6]
19
Properties=species:S:1:pos:R:3:forces:R:3 method="wB97M-V/def2-TZVPD" lumo_energy_ev=0.9 total_energy_ev=-18157.14513 spin_multiplicity=1 smiles=CN[C@H](CN)CS molar_mass_da=120.2
C 2.243412 0.513224 0.312911 0.17 1.28 0.05
N 1.260979 -0.361020 0.916787 0.64 -0.79 0.15
C -0.088385 -0.297039 0.392022 -0.96 0.73 -0.01
C -0.840570 0.912214 1.020972 0.11 -0.36 0.84
S -2.608996 0.638516 1.496384 0.34 -0.41 -0.58
C -0.175682 -0.325303 -1.139951 -0.99 -0.42 0.35
N -1.425891 -0.960905 -1.544646 -1.05 -0.32 -0.34
H 2.599414 0.281740 -0.698876 -0.34 -0.16 -0.08
H 1.838906 1.532657 0.308412 -0.06 -0.10 -0.24
H 3.147818 0.629124 0.914465 -0.11 -0.44 0.26
H 1.601170 -1.314444 0.825783 -0.18 0.06 0.19
H -0.684642 -1.122564 0.782085 0.61 -0.51 -0.12
H -0.349136 1.005778 1.988529 0.11 0.56 -0.15
H -0.819385 1.842112 0.457848 0.27 -0.02 -0.08
H -2.632693 -0.636443 1.061553 -0.24 0.22 0.06
H 0.652885 -0.916800 -1.517471 0.28 0.27 -0.25
H -0.176060 0.713907 -1.466934 0.49 -0.07 -0.48
H -2.129691 -0.366721 -1.955043 0.17 0.44 0.24
H -1.413446 -1.768039 -2.154833 0.74 0.05 0.21